1.
Molecular formula: C31H61Cl3F9N6O15Y
Method: DFT, ωB97M-V with the def2-TZVPD basis set

The lowest unoccupied orbital energy comes out at 0.083 eV. As for the orbital gap: 8.5 eV.

Geometry as ORCA input:
```
! wB97M-V def2-TZVPD RIJCOSX def2/J DEFGRID3
* xyz 0 1
F -8.638 3.598 1.340
H -1.446 3.135 3.360
H 2.804 3.183 4.968
H -4.359 2.537 1.613
H -0.225 -3.322 -1.680
H -2.047 -1.032 -1.583
H 2.861 -4.685 1.998
O 4.101 -6.202 1.520
F -2.528 10.136 0.185
N 3.032 1.612 3.488
H 5.285 -2.132 -0.496
H -0.566 2.468 1.989
C -1.184 -3.016 3.678
Y 0.486 -0.146 0.009
O 1.096 -0.585 -2.194
C -6.939 2.432 0.266
H -0.533 6.543 1.004
N -1.723 -4.665 -2.206
F -6.846 4.726 0.997
C -3.143 -4.559 3.541
H -3.955 1.173 -0.687
H -4.023 2.945 -0.987
H -1.901 5.603 0.379
H 6.241 -1.175 -3.075
C 4.028 0.511 -1.031
H -3.427 -3.482 -1.847
C 0.157 -0.158 -5.684
C -1.475 10.070 -0.635
H 2.647 3.005 -2.601
H -0.734 0.263 -6.151
C -2.676 -4.073 -1.322
C 0.783 -0.850 -3.375
C 3.289 -5.068 1.071
H -3.005 -5.636 3.632
H -3.203 -4.821 -0.729
N -2.524 1.646 2.405
H -3.521 -4.049 4.428
C 3.991 0.622 2.970
H -1.524 -6.683 -3.001
O -1.638 -2.541 4.726
H -2.172 -3.318 -0.719
N 0.333 0.108 -4.263
H -3.006 -0.347 2.422
H 0.681 6.075 -0.926
C -2.246 -5.871 -2.923
H 4.653 -2.558 -1.922
F -0.625 11.095 -0.485
O -1.044 0.050 1.816
H 4.643 1.226 2.338
O 1.310 0.696 2.347
H 4.647 0.165 3.711
C 1.758 1.531 3.097
Cl 2.434 4.387 -4.698
O 0.494 1.998 -0.491
H -6.130 1.022 -1.797
C -0.418 -4.266 -2.214
H 5.831 0.650 -2.977
H 0.978 0.120 -6.345
C 3.161 3.159 -3.550
H 3.513 -2.068 -0.690
C -5.720 2.032 -1.817
H 3.974 3.465 3.838
H -0.293 -2.690 3.119
H 0.652 2.010 -3.190
C 5.937 -0.314 -2.480
O 1.204 -2.083 0.841
H -0.071 2.170 -4.691
C -1.175 -4.652 1.968
N -1.858 -3.993 3.071
O 0.438 -4.926 -2.857
H -3.017 -6.365 -2.331
O -1.605 7.678 -0.261
Cl 3.193 1.587 -4.430
N 4.743 -0.464 -1.581
F 5.502 -8.375 2.384
F -6.975 3.155 2.395
C -2.182 0.356 2.221
H 3.491 -0.169 2.411
C -7.341 3.548 1.258
H 1.447 -4.930 -0.035
H 3.949 -4.432 0.482
C 3.556 2.632 4.403
H -3.978 2.748 3.318
H 0.674 2.809 -1.004
H 1.667 -2.916 0.623
O -6.303 2.840 -0.820
H -0.275 4.601 -0.612
C 4.470 -1.814 -1.147
H 0.737 -1.842 -3.849
H 1.163 2.311 3.597
H -0.285 -4.179 1.552
F 5.222 -7.673 4.387
H 4.411 2.326 5.006
H -0.849 5.763 -1.905
C -3.978 2.029 2.499
O -1.369 -0.970 -0.882
C 4.863 -6.015 2.657
H -1.890 -4.706 1.147
H 6.807 -0.247 -1.826
O -7.110 1.230 0.523
C -1.557 2.750 2.346
C -0.314 5.631 -0.965
H 4.589 1.457 -1.093
H -1.935 3.544 1.703
C 5.627 -7.289 3.163
O 0.549 8.531 -0.390
H 2.534 -6.108 -0.804
C -0.067 1.500 -3.831
O 5.008 -4.971 3.351
F -1.973 9.972 -1.834
C -1.170 6.374 0.136
H -3.552 1.881 -2.254
F 6.893 -6.990 3.326
C 2.206 -5.691 0.148
H -3.794 -4.332 2.697
H 1.775 -6.470 0.778
C -0.738 8.733 -0.413
H -4.739 1.268 2.673
H -0.968 -5.704 2.165
H -5.948 2.587 -2.728
Cl 4.790 3.539 -3.013
H -2.577 -5.648 -3.937
O 2.938 0.393 -0.451
H 0.107 -1.234 -5.853
C -4.223 1.955 -1.398
H -1.104 1.606 -3.511
*
```

Löwdin population analysis, charges in e, atoms 1 to 99: F 0.21; H 0.09; H 0.08; H 0.06; H 0.12; H -0.04; H 0.13; O -0.01; F 0.17; N -0.16; H 0.09; H 0.06; C -0.33; Y 1.43; O -0.12; C -0.34; H 0.12; N -0.17; F 0.21; C -0.01; H 0.08; H 0.07; H 0.10; H 0.09; C -0.32; H 0.09; C -0.08; C -0.58; H 0.00; H 0.09; C -0.10; C -0.23; C -0.17; H 0.09; H 0.08; N -0.14; H 0.08; C -0.02; H 0.08; O -0.04; H 0.06; N -0.15; H 0.15; H 0.07; C -0.03; H 0.09; F 0.18; O -0.12; H 0.09; O -0.04; H 0.09; C -0.31; Cl 0.50; O -0.46; H 0.12; C -0.29; H 0.05; H 0.08; C -1.44; H 0.07; C -0.17; H 0.08; H 0.13; H 0.04; C -0.02; O -0.45; H 0.07; C -0.06; N -0.19; O -0.05; H 0.08; O -0.01; Cl 0.56; N -0.15; F 0.16; F 0.24; C -0.23; H 0.08; C -0.70; H 0.04; H 0.12; C -0.05; H 0.09; H -0.07; H -0.08; O -0.01; H 0.05; C -0.05; H 0.14; H 0.14; H 0.07; F 0.15; H 0.09; H 0.08; C -0.03; O -0.46; C -0.27; H 0.06; H 0.08

---

2.
Molecular formula: C31H61ClIInN3O
Method: DFT, ωB97M-V with the def2-TZVPD basis set

The lowest unoccupied orbital energy comes out at 2.017 eV. The energy relative to the best compared isomer or geometry (same formula, charge and spin) comes out at 0.808 eV. As for the orbital gap: 6.4 eV.

Geometry as ORCA input:
```
! wB97M-V def2-TZVPD RIJCOSX def2/J DEFGRID3
* xyz -1 1
H 0.215 -0.027 -2.047
H -2.357 2.421 1.763
C 5.274 4.837 1.910
C -1.842 -7.906 2.309
C 5.340 3.436 2.344
C -0.996 1.814 -2.027
C -4.359 -7.780 2.594
H -2.185 2.885 -4.512
C -0.966 1.290 2.872
C -2.141 3.965 -4.647
H -3.193 -2.069 -1.639
H -1.105 -0.812 -0.416
H -4.220 4.177 -7.444
H 0.940 -3.219 -0.388
C 6.710 3.136 2.961
H -1.774 -6.891 1.914
C -1.147 -3.498 -0.327
H -1.858 3.895 -6.775
N 5.230 5.927 1.563
H -1.663 0.330 4.726
C -2.190 -1.826 -1.983
Cl 2.497 1.836 1.925
H -2.363 4.842 2.505
C -0.484 4.857 -0.208
C 0.594 -4.379 1.364
C -3.032 4.602 -3.669
H -3.017 -9.053 3.695
H -2.284 -1.661 -3.052
H -1.654 -3.830 -2.373
H 0.204 -5.373 1.566
H -0.167 0.568 2.753
H -1.053 0.040 -3.234
C 3.474 -4.942 -0.369
H 2.543 -3.471 1.266
C 2.621 1.359 -2.097
H 2.491 3.017 -0.125
O 2.638 -5.454 0.648
H -0.255 -2.821 -2.188
H -0.806 6.670 0.904
H 1.874 0.071 -0.500
C -1.590 1.682 1.536
H 0.204 -3.645 2.060
H -0.904 -8.119 2.823
H 4.414 -4.581 0.052
C -2.038 0.620 3.748
H -2.821 1.353 3.920
C -3.014 -8.046 3.272
H -0.136 5.367 1.843
H -2.573 0.002 -0.917
H 6.864 3.768 3.838
C -1.248 -3.005 -1.786
H -1.301 5.004 -0.919
C -0.812 0.299 -2.197
C -1.711 -0.549 -1.278
H -1.932 -8.597 1.469
H 2.989 -4.137 -0.915
H -0.479 2.331 -2.833
H 5.154 2.793 1.486
C -4.391 -6.409 2.069
I -0.318 3.004 4.027
H -4.710 4.394 -5.768
H -1.868 -4.294 -0.179
H 3.147 2.301 -2.203
H -2.124 0.827 1.133
N -3.748 5.117 -2.939
C -2.557 4.351 -6.070
H -2.885 -7.351 4.104
C 2.113 -4.438 1.508
C 0.272 -4.024 -0.092
H -4.522 -8.479 1.773
C -2.310 5.307 1.526
H 1.679 1.409 -2.632
H 3.464 0.741 -0.277
H 7.925 4.388 1.661
H -5.178 -7.899 3.304
H 7.744 2.721 1.098
C 7.863 3.347 1.984
H -1.118 4.284 -4.448
H -2.478 5.433 -6.195
H 8.814 3.093 2.453
H 6.718 2.100 3.306
H 0.429 -4.882 -0.738
C 1.945 2.141 0.213
N -4.417 -5.342 1.661
H -4.087 2.830 -6.309
H 3.239 0.614 -2.594
H -2.852 6.244 1.606
H 3.685 -5.748 -1.061
C -3.976 3.911 -6.414
C -0.873 5.593 1.080
H -1.372 -2.675 0.344
C 2.457 0.980 -0.635
In -0.256 2.611 -0.021
H 0.409 5.290 -0.654
H -2.508 -0.205 3.220
H 4.550 3.258 3.069
H -2.833 4.659 0.828
H 2.396 -4.715 2.522
H -2.067 2.010 -2.021
*
```

List of Löwdin charges in e, atom by atom: H 0.07; H 0.02; C -0.24; C -0.11; C -0.23; C -0.27; C -0.19; H 0.11; C -0.84; C -0.19; H 0.11; H 0.09; H 0.07; H 0.10; C -0.26; H 0.06; C -0.20; H 0.10; N 0.14; H 0.05; C -0.21; Cl 0.49; H 0.01; C -0.28; C -0.16; C -0.24; H 0.11; H 0.10; H 0.10; H 0.10; H 0.05; H 0.09; C -0.12; H 0.12; C -0.12; H 0.02; O -0.20; H 0.11; H 0.08; H 0.08; C -0.32; H 0.12; H 0.07; H 0.09; C -0.23; H 0.05; C -0.27; H 0.05; H 0.10; H 0.11; C -0.21; H 0.01; C -0.31; C -0.21; H 0.08; H 0.08; H 0.01; H 0.09; C -0.24; I 0.83; H 0.07; H 0.10; H 0.07; H 0.02; N 0.16; C -0.27; H 0.11; C -0.23; C -0.21; H 0.12; C -0.14; H 0.04; H 0.07; H 0.07; H 0.11; H 0.07; C -0.12; H 0.12; H 0.11; H 0.07; H 0.11; H 0.12; C -0.70; N 0.16; H 0.08; H 0.07; H 0.06; H 0.08; C -0.12; C -0.38; H 0.10; C -0.40; In 0.77; H 0.02; H 0.07; H 0.08; H 0.06; H 0.11; H 0.03

---

Number 1: energy -135858.6150 eV. Number 2: energy -65449.9965 eV.